Molecular formula: C43H52F5N3O13P2S4
Method: DFT, ωB97M-V with the def2-TZVPD basis set

Geometry as ORCA input:
```
! wB97M-V def2-TZVPD RIJCOSX def2/J DEFGRID3
* xyz 0 1
S 0.0050 -1.6130 4.7175
S -4.7924 -3.4888 -4.6577
S 3.0271 -5.0345 -3.7882
S 2.2876 2.6430 6.9219
P 1.5051 -2.0729 3.5560
P -0.6008 -3.2872 1.6381
F -1.4294 3.9337 1.3432
F 3.2370 5.7562 -0.9291
F 4.4496 4.0063 -0.4516
F -1.4278 4.1600 3.4820
F -1.4548 5.9336 2.1655
O -4.3926 0.2612 0.9699
O 3.2478 -6.1478 -4.6757
O 1.0541 2.5905 6.1778
O 2.3569 -5.1934 -2.5209
O 0.0955 -4.7458 1.2195
O 3.4738 3.2817 6.3987
O -0.4233 1.8201 -4.0711
O 0.9307 -0.5152 -3.1532
O -2.1538 -3.1489 1.0818
O -3.5795 -4.1215 -4.2035
O 4.0456 1.4223 -0.1678
O -5.0275 -2.0790 -4.4873
O -0.0897 4.5806 -4.0998
N -2.6255 2.6593 -3.3005
N 2.6633 0.5703 3.7445
N -4.9533 -0.4712 -1.1143
C 0.5748 4.6769 2.3043
C 4.6613 -3.1705 -4.6491
C -2.9399 -1.2369 -2.4299
C 0.2839 -1.4030 -0.3335
C 1.3282 4.7938 3.4676
C 1.1129 -0.3633 -0.7513
C 2.2484 -3.7076 -4.7121
C -4.9195 0.5088 -0.1021
C -5.5620 1.8800 -0.2754
C 3.2018 0.3886 2.3934
C 3.1786 4.4452 -0.4582
C 1.5209 4.4143 -2.3463
C 3.2595 -2.5573 -4.7428
C 0.5029 2.4252 -3.1857
C 1.9319 3.3026 8.5448
C 0.6373 3.8115 -3.2394
C 0.4218 -1.8855 0.9878
C 2.1882 -0.2336 1.4508
C 1.0590 0.1786 -2.1740
C -6.9047 -5.0124 -5.2283
C 1.1771 4.5554 1.0616
C -2.0205 -1.1090 -1.1932
C 1.2324 1.7024 -2.2674
C -0.7552 -2.0220 -1.2693
C 2.8705 1.3556 -0.4401
C -4.0592 -0.1680 -2.2623
C 2.0304 0.2118 0.1396
C -6.1939 -4.4062 -4.0125
C 2.1297 2.2924 -1.3746
C -5.8504 -5.2152 -6.3231
C 1.5743 2.0760 9.3782
C 1.4676 1.4553 3.7454
C 2.7105 4.7486 3.3442
C 2.5636 4.5335 0.9354
C -1.6212 2.1661 -3.6454
C 2.2572 3.6887 -1.4265
C 3.3106 4.6298 2.1060
C -5.0505 -3.9175 -6.3745
C 4.5868 -4.1986 -3.5242
C 2.6945 0.9821 7.4659
C 2.5951 0.9979 8.9958
C -0.9497 4.7076 2.3604
C 1.3727 -1.3133 1.8459
H 1.9702 0.2976 7.0223
H 4.0880 -0.2750 2.4463
H -2.7050 -3.7322 1.6186
H -4.7167 -1.3431 -0.6516
H 4.9126 -3.6637 -5.5914
H 5.4222 -2.4161 -4.4506
H 0.5671 1.7351 9.1275
H 0.4988 4.5023 0.2096
H 2.0315 -4.0781 -5.7128
H -6.3088 2.0789 0.5071
H -4.0907 -4.0216 -6.8759
H 3.2881 4.8314 4.2668
H -1.0065 -3.0469 -0.9519
H 0.7966 4.9139 4.4108
H -6.0710 2.0079 -1.2419
H 1.3239 -3.4204 -4.2152
H 1.2370 1.8833 2.7566
H -6.8414 -3.7280 -3.4610
H 1.5662 5.5028 -2.4076
H 2.7386 -1.6867 4.1069
H -3.4454 -2.2081 -2.4840
H -3.5591 0.7872 -2.0272
H -5.6294 -3.1155 -6.8329
H -0.3896 -2.1015 -2.2978
H -5.8106 -5.1775 -3.3461
H 3.5676 1.2490 9.4259
H 2.8393 3.7810 8.9149
H -4.7969 2.6662 -0.1779
H 2.3111 0.0188 9.3797
H 4.4000 4.6274 2.0421
H -2.5980 -1.2621 -0.2746
H 3.0915 -1.9005 -3.8868
H 4.5404 -3.7126 -2.5493
H -4.6434 -0.0353 -3.1825
H 1.5996 2.2974 10.4446
H 1.5504 -3.4711 3.3627
H -6.3058 -5.4420 -7.2866
H -2.4070 -1.0207 -3.3684
H 3.6976 0.7306 7.1277
H 0.3493 -4.7430 0.2782
H 0.6224 0.8537 4.1131
H 5.3998 -4.9212 -3.5449
H 3.5903 1.3586 2.0407
H 0.5113 4.9600 -4.7539
H 3.4064 0.9288 4.3322
H -7.6728 -4.3233 -5.5868
H -5.1950 -6.0475 -6.0550
H 1.1249 4.0293 8.4784
H -7.4004 -5.9468 -4.9671
H -1.6557 -0.0640 -1.1655
H 1.6354 2.2543 4.4924
H 3.1423 -1.9561 -5.6439
*
```

Calculated values
Kohn-Sham gap: 6.3 eV
Energy: -152026.4737 eV
SMILES: CNCc1c([PH2]=S)c(P(O)O)c(CCCCNC(C)=O)c2c1C(=O)c1c(C(F)(F)c3cccc(C(F)(F)F)c3)cc(O)c(OC#N)c1C2=O.O=S1(=O)CCCC1.O=S1(=O)CCCC1.O=S1(=O)CCCC1
HOMO level: -7.387 eV